{"formula": "C2H5NO2S", "method": "the ωB97M-V functional and the def2-TZVPD basis", "species": ["C", "O", "C", "S", "N", "O", "H", "H", "H", "H", "H"], "coordinates": [[2.3665, 0.0574, -0.0062], [1.2161, -0.7577, -0.1160], [0.0136, -0.2532, -0.0016], [-1.3107, -1.1729, 0.0361], [0.0170, 1.1425, 0.0908], [-1.2240, 1.8276, -0.1509], [2.4149, 0.8838, -0.7153], [2.5850, 0.4862, 1.0194], [3.1908, -0.6136, -0.2840], [0.3588, 1.4691, 1.0126], [-1.9158, 1.1581, -0.0631]], "atomic_forces_ev_per_a": [[1.791, 0.411, 0.327], [0.479, -0.399, 0.400], [-0.402, 1.169, 0.220], [-0.723, -0.385, -0.306], [-0.709, 0.949, 0.262], [1.297, -0.422, 0.293], [-0.531, -0.016, -0.033], [-0.621, -0.713, -0.915], [-0.235, 0.171, 0.349], [-0.134, -0.215, -0.784], [-0.212, -0.550, 0.188]], "lowdin_charge": [-0.08, -0.11, -0.93, 0.76, -0.06, -0.06, 0.09, 0.11, 0.10, 0.15, 0.02], "gap_ev": 9.7264, "smiles": "COC(=S)NO", "homo_energy_ev": -9.2, "e_above_lowest_kcal_mol": 59.84}


{"formula": "CH3BCl2", "method": "the ωB97M-V functional and the def2-TZVPD basis", "species": ["B", "C", "Cl", "Cl", "H", "H", "H"], "coordinates": [[0.7123, 0.0817, 0.7188], [-0.4512, 0.2235, -0.2964], [-0.1498, -1.5258, -0.0601], [-2.0555, 0.7020, -0.1179], [1.8273, 0.1724, 0.3946], [0.3908, 0.1748, 1.8438], [-0.2740, 0.1713, -2.4829]], "atomic_forces_ev_per_a": [[-0.091, 1.045, 0.073], [0.232, 0.143, -1.706], [-0.252, -1.558, -0.167], [-0.304, 0.229, 0.160], [0.454, -0.056, -0.282], [-0.105, 0.002, 0.395], [0.066, 0.195, 1.526]], "lowdin_charge": [-0.55, -1.05, 0.75, 0.62, 0.02, 0.03, 0.17], "gap_ev": [9.3917, 8.6201], "homo_energy_ev": [-10.4, -9.4], "e_above_lowest_kcal_mol": 112.13}


{"formula": "C21H42NO3P3Re", "method": "the ωB97M-V functional and the def2-TZVPD basis", "species": ["P", "C", "H", "H", "H", "C", "H", "H", "H", "C", "H", "H", "H", "P", "C", "H", "H", "H", "C", "H", "H", "H", "C", "H", "H", "H", "P", "C", "H", "H", "H", "C", "H", "H", "H", "C", "H", "H", "H", "Re", "C", "O", "C", "O", "C", "C", "C", "C", "C", "C", "H", "H", "H", "H", "H", "H", "C", "N", "C", "C", "C", "O", "H", "H", "H", "H", "H", "H", "H", "H", "H"], "coordinates": [[3.4367, -0.9432, -0.2964], [3.9529, -0.7033, 1.4545], [5.0162, -0.9514, 1.5559], [3.3448, -1.3569, 2.0916], [3.7622, 0.3440, 1.7229], [4.4060, -2.4452, -0.7174], [4.8071, -2.3343, -1.7315], [3.6928, -3.2813, -0.6902], [5.2013, -2.5963, 0.0196], [4.4645, 0.3746, -1.0816], [5.4920, 0.0154, -1.2114], [4.4424, 1.2688, -0.4491], [4.0338, 0.6199, -2.0594], [-1.2318, 4.0831, -1.3170], [-1.3334, 4.6237, 0.4158], [-1.5186, 5.7090, 0.4542], [-0.3891, 4.3981, 0.9317], [-2.1514, 4.0926, 0.9257], [-0.1480, 5.2481, -2.1852], [-0.3793, 5.2247, -3.2566], [0.8924, 4.9363, -2.0434], [-0.2927, 6.2566, -1.7814], [-2.9046, 4.2957, -1.9982], [-3.0656, 5.3514, -2.2456], [-3.6418, 3.9632, -1.2568], [-3.0028, 3.6805, -2.9013], [-2.3758, -2.5106, -0.0857], [-3.0719, -2.5699, 1.6123], [-3.8166, -3.3744, 1.6847], [-3.5456, -1.5993, 1.8223], [-2.2623, -2.7380, 2.3361], [-3.9431, -2.4338, -1.0298], [-4.7281, -2.9995, -0.5174], [-3.7949, -2.8296, -2.0409], [-4.2404, -1.3790, -1.0981], [-1.9151, -4.2656, -0.3067], [-2.8062, -4.8951, -0.3640], [-1.2763, -4.5791, 0.5249], [-1.3452, -4.3386, -1.2412], [-0.4544, 1.6739, -2.0355], [0.8355, 2.0289, -0.5477], [1.5753, 2.2304, 0.3386], [-1.6885, 1.2381, -0.5104], [-2.4029, 1.0032, 0.3955], [-1.5287, 0.8206, -3.8373], [-1.0985, -0.1162, -2.9042], [0.2369, -0.1670, -2.4618], [1.1303, 0.7429, -3.0717], [0.6957, 1.6781, -4.0054], [-0.6567, 1.8005, -4.2867], [-2.5182, 0.7530, -4.2812], [-1.7410, -0.9375, -2.6425], [0.5560, -0.8136, -1.6438], [2.1864, 0.5774, -2.9460], [1.4150, 2.2778, -4.5682], [-0.9798, 2.5031, -5.0466], [0.4499, -2.0683, 5.4361], [0.3297, -1.3531, 4.1756], [-0.1601, 0.0058, 4.1985], [0.5632, -1.9144, 2.9596], [1.0428, -3.3397, 2.9496], [0.3781, -1.2425, 1.9277], [0.2832, -1.3497, 6.2436], [1.4512, -2.5110, 5.5461], [-0.2922, -2.8788, 5.5204], [0.5236, 0.6822, 3.6706], [-1.1448, 0.0866, 3.7180], [-0.2417, 0.3114, 5.2421], [1.2072, -3.6406, 1.9118], [1.9863, -3.4356, 3.5063], [0.2967, -4.0073, 3.4027]], "atomic_forces_ev_per_a": [[4.364, 0.352, 0.829], [-1.677, 0.275, 0.256], [-0.187, 0.042, -0.259], [0.369, 0.119, 0.083], [0.123, -0.294, 0.089], [-1.569, -0.536, -0.698], [-0.135, -0.153, 0.206], [0.599, -0.211, -0.111], [-0.210, 0.184, -0.038], [-1.371, 0.573, -0.420], [-0.222, -0.252, 0.116], [-0.028, -0.143, -0.185], [0.472, 0.103, 0.097], [0.000, -0.630, -1.458], [0.221, -0.382, 0.156], [0.033, -0.378, -0.063], [-0.249, 0.198, -0.076], [0.235, 0.211, -0.161], [0.042, 0.120, 0.241], [0.026, 0.049, 0.226], [-0.170, 0.203, -0.022], [0.072, -0.079, -0.246], [0.044, 0.118, 0.009], [-0.158, -0.184, 0.092], [0.086, 0.122, -0.211], [-0.016, 0.282, 0.217], [-3.151, -2.863, 0.964], [0.952, 1.412, 0.430], [0.248, 0.074, -0.319], [0.021, -0.355, 0.106], [-0.348, -0.026, -0.088], [0.653, 1.358, -1.000], [0.313, -0.029, 0.216], [-0.063, 0.096, 0.164], [-0.249, -0.276, -0.089], [1.699, 0.621, -0.421], [-0.197, 0.296, 0.012], [-0.101, -0.066, -0.190], [-0.141, -0.394, 0.140], [-2.259, 5.511, 6.768], [1.387, 0.887, 1.495], [-1.918, -0.836, -2.389], [-1.707, 0.145, 1.545], [2.227, 0.322, -2.657], [-1.289, -0.170, -0.903], [0.103, -2.550, -0.571], [1.391, -2.649, -0.853], [1.457, -2.003, -0.937], [1.325, 0.747, -0.676], [-0.380, 0.302, -1.423], [-0.042, 0.228, 0.485], [-0.501, 0.160, 0.467], [-0.008, -0.336, -0.652], [0.155, 0.506, 0.388], [-0.199, 0.089, 0.564], [-0.076, 0.157, 0.285], [0.212, 0.396, 0.395], [-0.889, 1.308, 1.696], [-0.008, 0.565, 0.810], [0.600, -1.096, -3.214], [0.002, 0.094, -0.239], [0.166, -0.814, 1.832], [0.038, -0.309, -0.145], [-0.182, -0.015, -0.171], [0.084, 0.066, -0.235], [-0.063, -0.220, -0.089], [0.153, -0.168, -0.076], [-0.059, 0.085, -0.247], [-0.024, 0.028, 0.234], [-0.269, -0.083, -0.076], [0.244, 0.095, -0.002]], "lowdin_spin": [0.61, 0.09, 0.02, 0.00, 0.00, 0.09, 0.00, 0.01, 0.02, 0.10, 0.02, 0.00, 0.00, 0.00, 0.00, 0.00, 0.00, 0.00, 0.00, 0.00, 0.00, 0.00, 0.00, 0.00, 0.00, 0.00, 0.62, 0.09, 0.02, 0.00, 0.00, 0.09, 0.02, 0.00, 0.00, 0.10, 0.02, 0.00, 0.00, 0.01, 0.00, 0.01, 0.01, 0.01, 0.00, 0.01, 0.01, 0.00, 0.00, 0.00, 0.00, 0.01, 0.02, 0.00, 0.00, 0.00, 0.07, 0.49, 0.07, 0.01, -0.01, 0.26, 0.00, 0.03, 0.04, 0.03, 0.03, 0.00, 0.00, 0.00, 0.00], "gap_ev": [8.1223, 3.1230], "homo_energy_ev": [-18.6, -18.6], "total_charge": 4, "spin_multiplicity": 4}


{"formula": "C3H3NO", "method": "the ωB97M-V functional and the def2-TZVPD basis", "species": ["C", "C", "O", "H", "H", "C", "N", "H"], "coordinates": [[-0.5300, -1.4675, 0.1188], [-1.1452, -0.3137, 0.1990], [-1.6742, 0.7288, 0.2643], [0.5006, -1.4705, -0.2173], [-1.0400, -2.3791, 0.3988], [1.3184, 1.6172, -0.2145], [1.9768, 0.6893, -0.4064], [0.6892, 2.4652, -0.0330]], "atomic_forces_ev_per_a": [[-0.063, 0.113, 0.014], [-0.282, 0.561, 0.032], [0.452, -0.898, -0.054], [-0.148, 0.020, 0.052], [0.012, 0.143, -0.033], [0.594, -0.803, -0.172], [-0.659, 0.963, 0.185], [0.095, -0.099, -0.024]], "lowdin_charge": [0.00, -0.30, 0.13, 0.04, 0.06, -0.07, 0.07, 0.06], "gap_ev": 10.2407, "smiles": "C=C=O.C#N", "homo_energy_ev": -9.4, "e_above_lowest_kcal_mol": 27.22}